[1]
{
  "formula": "C26H48ClPPm",
  "method": "ωB97M-V with the def2-TZVPD basis set",
  "fmax_ev_per_a": 4.7,
  "charge": -1,
  "spin_multiplicity": 5,
  "orbital_gap_ev": [4.327, 4.480],
  "lumo_ev": [2.549, 2.544],
  "species": ["Pm", "Cl", "P", "C", "H", "H", "C", "C", "C", "H", "C", "H", "H", "C", "H", "H", "C", "H", "H", "C", "H", "H", "H", "H", "C", "C", "H", "C", "H", "H", "C", "H", "H", "C", "H", "H", "C", "H", "H", "H", "H", "C", "H", "C", "H", "H", "C", "H", "H", "C", "H", "H", "C", "H", "H", "H", "H", "C", "C", "H", "C", "H", "C", "H", "H", "C", "H", "H", "C", "H", "H", "H", "H", "C", "H", "H", "H"],
  "coordinates": [[-0.0766, 0.8446, 3.3459], [-2.3875, 0.8231, 2.2160], [-0.0710, 0.3908, -0.3749], [0.2021, 2.6574, 4.5410], [1.0914, 2.3641, 5.1665], [-0.4713, 2.5941, 5.4077], [1.2978, -0.5351, -1.2845], [-0.0767, 2.1757, -0.9816], [2.6676, 0.0525, -0.9265], [1.2138, -1.5305, -0.8061], [3.7980, -0.8585, -1.4176], [2.7820, 1.0456, -1.3871], [2.7487, 0.1979, 0.1562], [3.6877, -1.1792, -2.9105], [4.7585, -0.3752, -1.2089], [3.7694, -1.7942, -0.8426], [2.2834, -1.6324, -3.3290], [3.9718, -0.2932, -3.4941], [4.4069, -1.9650, -3.1663], [1.1665, -0.7296, -2.7961], [2.2144, -1.6656, -4.4223], [2.1091, -2.6529, -2.9621], [1.2242, 0.2452, -3.2990], [0.1931, -1.1660, -3.0536], [-1.6675, -0.2952, -1.1014], [0.5451, 2.4301, -2.3569], [-1.1588, 2.3885, -1.0467], [0.4455, 3.9077, -2.7478], [1.6027, 2.1313, -2.3476], [0.0443, 1.8288, -3.1303], [1.0578, 4.8294, -1.6890], [0.9449, 4.0565, -3.7124], [-0.6134, 4.1650, -2.8867], [0.4902, 4.5633, -0.2920], [2.1465, 4.6894, -1.6744], [0.8789, 5.8730, -1.9694], [0.5188, 3.0808, 0.1103], [1.0425, 5.1473, 0.4524], [-0.5510, 4.9116, -0.2644], [1.5575, 2.7748, 0.3082], [-0.0401, 2.9547, 1.0565], [-1.6775, -1.8309, -1.0547], [-2.3885, 0.0760, -0.3486], [-3.0505, -2.3835, -1.4592], [-0.9111, -2.2296, -1.7370], [-1.4173, -2.1822, -0.0448], [-3.5379, -1.8431, -2.8082], [-3.0018, -3.4772, -1.4942], [-3.7765, -2.1138, -0.6803], [-3.4287, -0.3187, -2.9220], [-2.9624, -2.3110, -3.6182], [-4.5825, -2.1366, -2.9611], [-2.0704, 0.2362, -2.4815], [-3.6154, -0.0091, -3.9566], [-4.2055, 0.1462, -2.3004], [-1.3102, -0.0467, -3.2250], [-2.1161, 1.3339, -2.4829], [0.5048, -2.2296, 3.7314], [-0.1301, -1.3592, 4.4206], [1.5770, -2.1092, 3.5753], [-1.6172, -1.2999, 4.5482], [0.4223, -0.5313, 4.9950], [-2.1047, -2.7323, 4.8024], [-1.9496, -0.5562, 5.2958], [-1.9633, -1.0012, 3.5451], [-1.5526, -3.7091, 3.7636], [-1.7468, -3.0026, 5.8067], [-3.2023, -2.7241, 4.7806], [-0.1519, -3.3899, 3.1520], [-1.5198, -4.7005, 4.2275], [-2.2327, -3.7908, 2.9078], [0.4152, -4.3150, 3.1455], [-0.2622, -3.1830, 2.0934], [2.1614, 0.7280, 2.4763], [2.8111, -0.1327, 2.3226], [2.4730, 1.2308, 3.4236], [2.3741, 1.4476, 1.6828]],
  "mulliken_spin": [4.0922, -0.0019, 0.0067, -0.1021, 0.0002, -0.0024, -0.0029, -0.0029, 0.0050, -0.0011, -0.0001, 0.0003, -0.0024, 0.0001, 0.0000, -0.0001, -0.0001, 0.0001, 0.0000, 0.0010, -0.0001, 0.0000, -0.0001, -0.0001, -0.0013, -0.0001, -0.0004, 0.0000, -0.0002, 0.0001, 0.0000, 0.0000, -0.0001, -0.0001, 0.0000, -0.0001, 0.0056, -0.0004, 0.0000, 0.0001, 0.0013, 0.0001, -0.0010, 0.0001, 0.0003, -0.0006, 0.0000, 0.0000, 0.0000, 0.0001, 0.0000, 0.0000, 0.0007, 0.0000, 0.0000, 0.0002, -0.0002, 0.0221, -0.0336, -0.0057, 0.0003, 0.0316, 0.0007, 0.0105, -0.0071, 0.0001, 0.0003, -0.0004, 0.0070, -0.0001, -0.0002, 0.0000, -0.0003, -0.0195, -0.0023, -0.0034, 0.0062]
}

***

[2]
{
  "formula": "C26H49Br14N2O",
  "method": "ωB97M-V with the def2-TZVPD basis set",
  "fmax_ev_per_a": 2.8,
  "charge": 1,
  "orbital_gap_ev": 8.066,
  "lumo_ev": -3.339,
  "species": ["C", "C", "N", "N", "C", "C", "C", "C", "C", "C", "C", "C", "C", "O", "C", "H", "H", "H", "H", "H", "H", "H", "H", "H", "H", "H", "H", "H", "H", "H", "H", "H", "H", "H", "H", "H", "Br", "C", "C", "Br", "H", "H", "H", "H", "Br", "C", "C", "Br", "H", "H", "H", "H", "Br", "C", "C", "Br", "H", "H", "H", "H", "Br", "C", "C", "Br", "H", "H", "H", "H", "Br", "C", "C", "Br", "H", "H", "H", "H", "Br", "C", "C", "Br", "H", "H", "H", "H", "Br", "C", "C", "Br", "H", "H", "H", "H"],
  "coordinates": [[3.1702, -2.5337, 0.0050], [2.6563, -2.5819, -1.4409], [1.6074, -1.5810, -1.7661], [1.9201, -0.2773, -1.3754], [3.0851, 0.2205, -1.7716], [3.4716, 1.4890, -1.4250], [2.7025, 2.3343, -0.6204], [1.4336, 1.7884, -0.2386], [1.0979, 0.4988, -0.6484], [-0.2563, 0.0009, -0.2309], [-0.1812, -0.5470, 1.2186], [-1.3756, -1.4292, 1.5677], [-1.3349, -2.7952, 0.8763], [-2.0776, -2.7976, -0.3352], [-1.4335, -3.4583, -1.4030], [3.1279, -1.5485, 0.4677], [4.2074, -2.8677, 0.0214], [2.6240, -3.2499, 0.6168], [3.4406, -2.5473, -2.1923], [2.1473, -3.5355, -1.5763], [0.7670, -1.9050, -1.3080], [3.7464, -0.3593, -2.3950], [4.4187, 1.8660, -1.7825], [3.0792, 3.3001, -0.3519], [0.7348, 2.3228, 0.3660], [-1.0064, 0.7831, -0.3179], [-0.6285, -0.8056, -0.8616], [0.7478, -1.1255, 1.2717], [-0.0906, 0.3022, 1.8982], [-1.3684, -1.5581, 2.6485], [-2.3180, -0.9605, 1.2776], [-1.8062, -3.5086, 1.5599], [-0.2898, -3.1063, 0.7532], [-0.7970, -2.7851, -1.9933], [-2.2106, -3.7948, -2.0908], [-0.8513, -4.3249, -1.0866], [1.9755, 3.4867, 1.9273], [1.8495, 5.3795, 2.4120], [2.2176, 5.6128, 3.8503], [0.7865, 5.0652, 5.0517], [0.8395, 5.6944, 2.1722], [2.5496, 5.8876, 1.7550], [2.3588, 6.6769, 4.0338], [3.1084, 5.0732, 4.1548], [0.1807, 6.2463, -1.0210], [1.1845, 7.8341, -1.5419], [2.5115, 7.8901, -0.8374], [2.3136, 8.4402, 1.0186], [0.5551, 8.6919, -1.3300], [1.3260, 7.7453, -2.6167], [3.1572, 8.6397, -1.2895], [3.0222, 6.9321, -0.8319], [-6.6752, 0.6769, -2.1611], [-5.7501, -0.9834, -2.5693], [-4.4629, -1.1033, -1.7998], [-3.0709, 0.0323, -2.5583], [-5.6032, -1.0069, -3.6443], [-6.4375, -1.7751, -2.2795], [-4.0710, -2.1152, -1.8599], [-4.5651, -0.8209, -0.7574], [-1.5004, -9.3592, -2.2807], [-1.8527, -7.5822, -2.9802], [-0.6521, -7.0147, -3.6864], [0.7022, -6.4068, -2.4205], [-2.1796, -6.9735, -2.1426], [-2.6758, -7.7064, -3.6816], [-0.9290, -6.1305, -4.2581], [-0.1679, -7.7319, -4.3418], [-2.5459, 1.6337, 3.5149], [-3.2623, 1.0687, 5.2374], [-2.5857, -0.1798, 5.7348], [-3.2168, -1.7616, 4.7920], [-4.3326, 0.9469, 5.1083], [-3.0708, 1.8999, 5.9122], [-2.8279, -0.3545, 6.7807], [-1.5076, -0.1493, 5.6147], [4.1223, 9.2190, 6.1504], [3.2073, 8.0876, 7.4437], [1.7152, 8.2660, 7.3751], [1.1455, 9.9213, 8.2198], [3.6175, 8.3248, 8.4197], [3.4799, 7.0692, 7.1737], [1.2132, 7.4750, 7.9279], [1.3414, 8.2864, 6.3564], [-3.2004, -8.2416, -7.1263], [-1.4314, -7.8102, -7.8128], [-0.6209, -9.0472, -8.0947], [0.0435, -9.8481, -6.4523], [-0.9620, -7.1613, -7.0803], [-1.6072, -7.2529, -8.7303], [0.2640, -8.7933, -8.6742], [-1.1834, -9.8165, -8.6134]],
  "mulliken_charge": [-0.9008, -0.3871, -0.8064, 0.5709, -0.1895, -0.7387, -0.4584, -0.7781, 0.8819, -1.0542, -0.1095, -0.3784, -0.3236, -0.2570, -0.6869, 0.2208, 0.3466, 0.3176, 0.4365, 0.0366, -0.0414, 0.3764, 0.4149, 0.4519, 0.9025, 0.7294, -0.0560, 0.0588, 0.3934, 0.0597, 0.2850, 0.3598, 0.1950, 0.4232, 0.2619, 0.3183, -0.1299, -0.5022, -0.4533, -0.1410, 0.5317, 0.1082, 0.2433, 0.4163, -0.1350, -0.5455, -0.5641, -0.1173, 0.3762, 0.3482, 0.3739, 0.2870, -0.1455, -0.6899, -0.3280, -0.1338, 0.4020, 0.4159, 0.0767, 0.3903, -0.1169, -0.5378, -0.3055, -0.1563, 0.3079, 0.3264, 0.3453, 0.1310, -0.1091, -0.5776, -0.6052, -0.1356, 0.3805, 0.3414, 0.3605, 0.3687, -0.1345, -0.5977, -0.4952, -0.1325, 0.4345, 0.2978, 0.3522, 0.2736, -0.1238, -0.5347, -0.5748, -0.1181, 0.2996, 0.3563, 0.3419, 0.3788]
}

***

| no. | molar mass (g mol⁻¹) |
| --- | --- |
| 1 | 572.097 |
| 2 | 1524.347 |